#P
Density functional theory data (wB97M-V/def2-TZVPD) for a single C3H7N5 molecule.

Each line ends with the Mulliken charge.
Cartesian coordinates (Å):
C (0.99, 0.12, -0.10)  0.5435
C (-0.34, -0.60, -0.10)  -0.1363
C (-3.60, 0.23, -0.02)  -0.2538
H (3.27, 0.54, -0.65)  0.3132
H (3.31, 0.35, 0.92)  0.2826
H (1.98, -1.72, -0.30)  0.2608
H (0.25, 1.85, -0.18)  0.2756
H (-0.31, -1.68, -0.35)  0.3021
H (-4.54, -0.20, -0.11)  0.2942
H (-3.51, 1.31, 0.06)  0.3134
N (3.29, -0.14, 0.08)  -0.6813
N (2.01, -0.73, 0.05)  -0.1182
N (1.17, 1.41, -0.06)  -0.7783
N (-1.39, 0.14, 0.11)  -0.0720
N (-2.62, -0.52, 0.09)  -0.5456

Properties
Charge: 0
Kohn-Sham gap in eV: 9.26
Structure (SMILES): [H]/N=C(\C=N\N=C)NN



#Q
Density functional theory data (wB97M-V/def2-TZVPD) for 2 unconnected molecules or ions with the total composition C3H7N5.

Each line ends with the Mulliken charge.
Cartesian coordinates (Å):
C (0.72, -0.64, 0.04)  -0.0058
C (-1.44, 0.07, -0.03)  0.4655
C (0.68, 0.75, 0.06)  0.0191
H (2.00, -1.99, 1.20)  0.2840
H (2.55, -1.52, -0.72)  0.2761
H (-0.68, -1.94, -0.11)  0.3069
H (-2.85, -1.04, 0.58)  0.1905
H (-1.50, 2.19, 0.60)  0.4071
H (2.56, 1.11, -0.47)  0.2741
H (2.04, 1.90, 0.91)  0.2970
N (1.78, -1.67, 0.10)  -0.5426
N (-0.65, -0.99, -0.34)  -0.2041
N (-2.76, -0.07, 0.11)  -0.7616
N (-0.68, 1.10, -0.15)  -0.4054
N (1.76, 1.66, -0.07)  -0.6008

Properties
Charge: 0
Kohn-Sham gap in eV: 7.16



The relative energies come out as #P 0.0; #Q 52.5, with values in kcal/mol.